[1]
ORCA calculation (ωB97M-V/def2-TZVPD) on a molecular structure, C31H54BN6OPdS.

**Total charge**: -1
**Total energy**: -59008.14277 eV
**Energy relative to the best compared isomer or geometry (same formula, charge and spin)**: 0.158 eV
**HOMO**: -3.9 eV

Each line ends with the Mulliken charge.
Element x y z (Å)
Pd -1.424 0.318 0.896  0.44
C -0.727 0.806 4.574  -1.02
C 0.321 -0.265 4.251  0.23
C -0.340 -1.634 4.128  -1.39
C 1.103 0.083 3.017  0.00
C 2.237 0.910 2.917  -1.22
C 2.577 0.899 1.575  0.58
C 3.695 1.684 0.941  0.04
C 3.209 2.583 -0.197  -1.37
C 4.887 0.824 0.512  -1.38
N 1.698 0.086 0.947  1.33
N 0.789 -0.398 1.825  -0.68
B 1.638 -0.413 -0.516  -0.55
N 0.817 0.583 -1.366  1.01
N -0.171 1.280 -0.762  0.11
C -0.705 2.078 -1.677  -0.87
C -0.060 1.887 -2.908  -1.04
C 0.896 0.914 -2.668  0.41
C 1.811 0.298 -3.693  0.15
C 1.678 -1.225 -3.766  -1.27
C 3.276 0.722 -3.555  -1.38
C -1.835 3.003 -1.316  2.48
C -1.410 3.957 -0.198  -1.45
C -2.351 3.765 -2.530  -1.97
N 0.946 -1.793 -0.552  1.11
N -0.384 -1.839 -0.807  -0.20
C -0.749 -3.104 -0.665  -0.32
C 0.356 -3.897 -0.303  -0.97
C 1.418 -3.018 -0.235  0.61
C 2.837 -3.372 0.126  -0.06
C 3.369 -2.626 1.350  -1.21
C 3.801 -3.242 -1.060  -1.33
C -2.153 -3.553 -0.957  0.34
C -2.214 -4.174 -2.357  -1.57
C -3.162 -2.422 -0.821  -1.28
H -1.183 0.615 5.549  0.44
H -1.506 0.785 3.811  -0.20
H -0.277 1.801 4.585  0.41
H 1.039 -0.282 5.079  0.47
H -1.025 -1.643 3.279  0.10
H -0.911 -1.864 5.031  0.42
H 0.401 -2.420 3.970  0.31
H 2.735 1.455 3.704  0.43
H 4.050 2.338 1.744  0.45
H 2.905 1.996 -1.061  0.17
H 4.005 3.265 -0.510  0.48
H 2.347 3.173 0.118  0.30
H 4.618 0.147 -0.299  0.11
H 5.251 0.223 1.347  0.34
H 5.705 1.461 0.165  0.50
H 2.758 -0.488 -0.960  -0.55
H -0.262 2.367 -3.852  0.53
H 1.450 0.703 -4.644  0.49
H 2.082 -1.699 -2.873  0.13
H 2.222 -1.608 -4.634  0.52
H 0.631 -1.521 -3.848  0.25
H 3.720 0.328 -2.640  0.11
H 3.372 1.810 -3.538  0.33
H 3.853 0.340 -4.401  0.52
H -2.642 2.374 -0.923  -1.08
H -0.583 4.588 -0.534  0.40
H -1.080 3.387 0.672  0.10
H -2.239 4.606 0.097  0.37
H -1.570 4.404 -2.951  0.35
H -3.191 4.404 -2.249  0.47
H -2.688 3.083 -3.314  0.40
H 0.381 -4.958 -0.106  0.44
H 2.791 -4.436 0.380  0.45
H 3.570 -1.584 1.108  0.21
H 4.302 -3.080 1.694  0.55
H 2.645 -2.635 2.167  0.04
H 3.920 -2.204 -1.369  0.09
H 3.442 -3.811 -1.921  0.35
H 4.786 -3.628 -0.780  0.48
H -2.406 -4.333 -0.230  0.42
H -1.976 -3.417 -3.108  0.28
H -3.214 -4.565 -2.568  0.42
H -1.495 -4.988 -2.462  0.41
H -2.895 -1.599 -1.487  0.15
H -3.175 -2.029 0.197  0.09
H -4.166 -2.772 -1.077  0.43
O -4.081 -0.372 2.692  -0.85
S -3.413 0.498 1.667  0.87
C -3.801 2.184 2.246  -0.48
C -5.291 2.361 2.014  -0.79
C -5.507 1.919 0.566  -0.50
C -4.709 0.630 0.358  -0.90
H -3.207 2.879 1.649  -0.07
H -3.484 2.228 3.287  0.49
H -5.617 3.390 2.180  0.42
H -5.842 1.710 2.696  0.30
H -5.128 2.697 -0.104  0.14
H -6.565 1.778 0.336  0.36
H -4.221 0.568 -0.612  0.19
H -5.309 -0.267 0.515  0.62


[2]
ORCA calculation (ωB97M-V/def2-TZVPD) on 5 unconnected molecules or ions with the total composition C31H54O17.

**Total energy**: -67830.85967 eV
**Energy relative to the best compared isomer or geometry (same formula, charge and spin)**: 0.000 eV
**HOMO**: -9.2 eV
**SMILES string**: COCCCCCCCCCCCOC(=O)OCOC.C[C@@H]1COC(=O)O1.C[C@@H]1COC(=O)O1.C[C@@H]1COC(=O)O1.C[C@@H]1COC(=O)O1

Each line ends with the Mulliken charge.
Element x y z (Å)
C -0.252 -2.489 -1.892  -0.06
O 0.159 -2.904 -3.174  -0.53
C 1.103 -1.999 -3.731  1.13
C 1.384 -2.422 -5.159  -0.95
C 2.498 -1.618 -5.881  -0.83
C 2.740 -0.186 -5.370  -0.39
C 3.933 -0.101 -4.403  -0.61
C 3.949 1.111 -3.465  -1.24
C 2.597 1.418 -2.820  0.39
C 2.712 2.287 -1.568  -0.99
C 1.374 2.436 -0.831  -0.59
C 0.338 3.275 -1.595  -0.72
C -0.666 2.422 -2.347  -0.08
O -1.579 1.850 -1.380  -0.26
C -2.630 1.217 -1.920  0.64
O -2.823 0.027 -1.837  -0.46
O -3.465 2.091 -2.512  -0.30
C -4.472 1.503 -3.315  -0.40
O -5.592 1.279 -2.517  -0.30
C -6.451 0.268 -3.015  -0.71
H -0.917 -1.617 -1.941  -0.04
H 0.608 -2.253 -1.251  0.03
H -0.802 -3.309 -1.425  0.28
H 0.664 -0.992 -3.702  -0.32
H 2.015 -2.015 -3.124  -0.09
H 0.459 -2.414 -5.740  0.35
H 1.696 -3.470 -5.116  0.28
H 2.257 -1.595 -6.946  0.32
H 3.433 -2.178 -5.795  0.37
H 1.838 0.228 -4.925  0.09
H 2.966 0.449 -6.234  0.49
H 4.838 -0.074 -5.021  0.38
H 4.012 -1.022 -3.818  0.30
H 4.353 2.001 -3.958  0.43
H 4.647 0.891 -2.647  0.24
H 2.079 0.486 -2.573  -0.04
H 1.980 1.962 -3.543  0.45
H 3.446 1.865 -0.877  -0.02
H 3.033 3.288 -1.877  0.64
H 1.577 2.894 0.142  0.29
H 0.949 1.447 -0.633  0.40
H -0.230 3.904 -0.906  0.08
H 0.830 3.956 -2.296  0.53
H -0.177 1.592 -2.861  -0.17
H -1.215 3.023 -3.076  0.43
H -4.103 0.569 -3.749  0.33
H -4.686 2.227 -4.106  0.35
H -7.097 0.657 -3.809  0.30
H -5.878 -0.579 -3.408  0.33
H -7.060 -0.082 -2.184  0.22
C -1.098 6.908 1.847  -1.46
C 0.256 6.242 1.881  0.56
C 1.315 6.971 2.681  -0.47
O 2.521 6.593 2.006  -0.34
C 2.206 6.307 0.720  0.64
O 2.992 6.144 -0.153  -0.53
O 0.861 6.229 0.575  -0.33
H -1.845 6.253 1.401  0.35
H -1.421 7.158 2.858  0.38
H -1.054 7.820 1.252  0.35
H 0.170 5.203 2.212  0.22
H 1.363 6.669 3.724  0.32
H 1.202 8.056 2.617  0.31
C 5.799 -0.689 2.422  -1.53
C 5.051 -0.410 1.142  0.62
C 3.552 -0.248 1.292  -0.61
O 3.067 -0.705 0.025  -0.13
C 3.975 -1.580 -0.476  0.54
O 3.788 -2.272 -1.421  -0.54
O 5.118 -1.535 0.243  -0.38
H 6.875 -0.626 2.268  0.37
H 5.520 0.035 3.187  0.36
H 5.571 -1.692 2.781  0.36
H 5.479 0.450 0.619  0.24
H 3.237 0.779 1.463  0.31
H 3.147 -0.893 2.076  0.38
C -4.233 -1.160 0.538  -1.44
C -4.993 -1.941 1.579  0.52
C -5.357 -1.167 2.829  -0.46
O -5.370 -2.190 3.835  -0.34
C -4.538 -3.175 3.430  0.56
O -4.167 -4.070 4.120  -0.56
O -4.182 -2.996 2.142  -0.33
H -4.147 -1.706 -0.398  0.36
H -4.741 -0.218 0.329  0.37
H -3.223 -0.949 0.888  0.35
H -5.880 -2.412 1.148  0.27
H -6.327 -0.682 2.778  0.33
H -4.591 -0.433 3.090  0.31
C -2.910 -5.524 6.664  -1.31
C -1.492 -5.180 7.036  0.51
C -0.431 -5.778 6.136  -0.47
O 0.687 -5.912 7.024  -0.34
C 0.204 -6.035 8.284  0.63
O 0.850 -6.354 9.227  -0.53
O -1.115 -5.743 8.311  -0.35
H -3.620 -4.927 7.234  0.30
H -3.080 -5.329 5.607  0.40
H -3.114 -6.575 6.876  0.36
H -1.363 -4.097 7.111  0.23
H -0.165 -5.146 5.294  0.31
H -0.715 -6.770 5.776  0.31


[3]
ORCA calculation (ωB97M-V/def2-TZVPD) on 9 unconnected molecules or ions with the total composition C31H54O27 in a non-equilibrium geometry.

**Total energy**: -88304.14781 eV
**Energy relative to the best compared isomer or geometry (same formula, charge and spin)**: 1.162 eV
**HOMO**: -10.6 eV
**SMILES string**: C[C@H]1COC(=O)O1.C[C@H]1COC(=O)O1.C[C@H]1COC(=O)O1.CCOC(=O)OC.COC(=O)OC.COC(=O)OC.COC(=O)OC.COC(=O)OC.O=C1OCCO1

Each line ends with the Mulliken charge.
Element x y z (Å)
C -8.628 17.529 20.376  -0.31
C -8.528 17.850 21.857  -0.65
O -7.843 16.742 22.424  -0.41
C -7.344 15.973 21.429  0.27
O -6.682 15.011 21.619  -0.40
O -7.715 16.435 20.217  -0.21
H -8.270 18.375 19.796  0.35
H -9.621 17.158 20.139  0.36
H -9.526 17.961 22.290  0.32
H -8.071 18.798 22.145  0.28
C -9.864 15.282 11.577  -1.38
C -10.132 15.642 13.052  0.96
C -9.782 17.078 13.445  0.26
O -11.005 17.733 13.641  -0.35
C -12.022 16.887 13.409  0.58
O -13.169 17.188 13.350  -0.54
O -11.571 15.632 13.180  -0.41
H -9.934 16.182 10.967  0.42
H -10.582 14.527 11.264  0.33
H -8.882 14.831 11.415  0.26
H -9.664 14.898 13.698  -0.10
H -9.272 17.467 12.556  0.26
H -9.098 17.206 14.283  -0.24
C -7.692 13.042 18.908  -1.80
C -6.984 14.198 18.208  3.63
C -5.511 14.038 17.798  0.99
O -5.644 13.843 16.381  -0.36
C -6.893 13.996 15.949  0.34
O -7.222 13.906 14.810  -0.38
O -7.680 14.357 16.965  -0.23
H -7.561 12.066 18.451  0.32
H -8.749 13.310 18.950  0.34
H -7.363 13.127 19.949  0.22
H -7.021 15.082 18.846  -2.22
H -5.006 13.192 18.261  -0.05
H -4.933 14.958 17.800  -0.71
C -8.884 12.963 22.753  -1.32
C -8.944 11.472 22.497  0.53
C -10.204 11.032 21.732  -0.66
O -9.699 10.347 20.584  -0.38
C -8.368 10.286 20.648  0.54
O -7.696 9.713 19.849  -0.54
O -7.879 11.011 21.681  -0.02
H -8.963 13.493 21.806  0.14
H -7.947 13.197 23.261  0.36
H -9.639 13.281 23.472  0.47
H -9.003 10.867 23.404  0.25
H -10.915 11.810 21.454  0.31
H -10.791 10.322 22.319  0.33
C -9.839 10.917 16.226  -0.46
O -9.925 9.868 15.283  -0.37
C -9.546 9.948 14.018  0.69
O -9.905 9.180 13.183  -0.58
O -8.913 11.090 13.736  -0.24
C -8.624 11.444 12.397  -0.55
H -8.803 11.028 16.549  0.23
H -10.460 10.710 17.095  0.28
H -10.224 11.851 15.812  0.28
H -8.295 12.478 12.369  0.02
H -9.546 11.260 11.845  0.38
H -7.835 10.873 11.903  0.31
C -1.768 13.680 18.789  -0.72
O -2.019 14.955 18.175  -0.16
C -1.269 16.039 18.469  0.69
O -0.312 16.022 19.170  -0.55
O -1.578 17.050 17.646  -0.36
C -2.498 17.046 16.555  -0.07
H -1.697 13.732 19.871  0.36
H -0.952 13.137 18.313  0.42
H -2.623 13.077 18.480  0.09
H -3.413 16.511 16.826  -0.25
H -2.112 16.473 15.710  0.29
H -2.809 18.020 16.193  0.36
C -7.455 18.057 17.186  -0.53
O -6.302 17.418 17.663  0.00
C -5.752 17.721 18.817  0.38
O -6.045 18.676 19.495  -0.63
O -4.852 16.815 19.148  0.29
C -4.369 16.793 20.473  -0.62
H -7.263 19.121 17.031  0.40
H -8.286 18.068 17.904  0.19
H -7.840 17.522 16.325  -0.04
H -5.044 16.530 21.283  0.17
H -3.773 17.702 20.578  0.38
H -3.594 16.022 20.520  0.12
C -4.655 11.148 20.853  -0.73
O -5.020 10.485 22.059  -0.16
C -4.504 9.288 22.255  0.68
O -3.776 8.673 21.542  -0.56
O -4.922 8.797 23.442  -0.38
C -5.573 9.605 24.397  -0.42
H -3.564 11.165 20.780  0.59
H -5.024 12.168 20.862  0.05
H -4.961 10.575 19.978  0.37
H -5.498 9.084 25.349  0.32
H -6.636 9.823 24.258  0.02
H -5.068 10.571 24.448  0.28
C -2.565 14.060 8.926  -1.10
C -4.027 13.884 9.348  -0.34
O -4.183 14.387 10.668  -0.29
C -4.463 15.678 10.805  0.57
O -4.385 16.523 9.973  -0.56
O -4.817 15.951 12.067  -0.29
C -4.429 15.139 13.167  -0.23
H -2.322 15.110 8.812  0.32
H -2.438 13.511 7.985  0.39
H -1.925 13.463 9.576  0.28
H -4.263 12.821 9.268  0.35
H -4.733 14.324 8.641  0.34
H -5.053 15.409 14.015  -0.11
H -3.364 15.262 13.355  0.38
H -4.665 14.080 13.044  0.30


[4]
ORCA calculation (ωB97M-V/def2-TZVPD) on a molecular structure, C31H55Cl2FN4O5S in a non-equilibrium geometry.

**Total energy**: -87830.65516 eV
**HOMO**: -8.6 eV

Each line ends with the Mulliken charge.
Element x y z (Å)
C 3.342 -7.803 -1.141  -0.74
O 3.610 -6.838 -0.145  -0.36
C 4.608 -5.919 -0.562  -0.67
C 3.938 -4.757 -1.371  -0.15
C 3.709 -3.516 -0.487  -0.72
C 2.834 -2.399 -1.118  -0.03
C 1.691 -2.882 -2.033  -1.16
C 0.405 -3.410 -1.282  -1.19
C -0.501 -2.202 -0.978  1.03
C -1.154 -1.527 -2.110  0.74
C -1.041 -1.968 -3.567  -1.52
C -2.046 -3.091 -3.971  0.21
C -3.473 -2.898 -3.421  -1.17
F -1.572 -4.350 -3.584  -0.39
C -1.918 -0.433 -1.866  -0.47
C -2.135 0.111 -0.558  0.10
N -2.871 1.186 -0.293  -0.75
S -2.746 1.289 1.352  0.14
N -1.813 0.012 1.688  -0.64
C -1.517 -0.602 0.531  1.21
C -0.695 -1.771 0.316  -0.07
C -0.136 -2.407 1.558  -0.72
Cl 1.566 -2.430 1.983  -0.14
C -0.991 -2.984 2.414  0.40
C -2.498 -3.020 2.214  -1.22
Cl -0.442 -3.782 3.889  -0.22
H 4.199 -8.472 -1.340  0.30
H 2.434 -8.350 -0.851  0.27
H 3.107 -7.311 -2.111  0.30
H 5.108 -5.458 0.303  0.43
H 5.344 -6.406 -1.228  0.28
H 3.008 -5.175 -1.792  0.16
H 4.545 -4.465 -2.250  0.25
H 3.361 -3.771 0.528  0.29
H 4.710 -3.065 -0.331  0.35
H 2.374 -1.743 -0.363  -0.54
H 3.487 -1.729 -1.709  0.44
H 1.988 -3.645 -2.768  0.46
H 1.380 -2.003 -2.623  0.75
H -0.147 -4.146 -1.883  0.42
H 0.703 -3.898 -0.341  0.64
H -0.050 -2.347 -3.852  0.17
H -1.221 -1.083 -4.200  0.56
H -2.077 -3.073 -5.073  0.40
H -4.178 -3.196 -4.216  0.35
H -3.688 -1.850 -3.181  0.31
H -3.645 -3.548 -2.552  0.31
H -2.388 0.089 -2.710  0.51
H -2.957 -3.868 2.741  0.46
H -2.941 -2.110 2.657  0.26
H -2.771 -3.042 1.151  0.26
C -8.870 5.574 1.918  -0.69
O -8.625 5.454 0.530  -0.32
C -8.061 6.614 -0.073  -0.82
C -6.583 6.431 -0.380  -0.13
N -5.776 6.412 0.834  -0.31
C -4.414 5.902 0.667  -0.99
C -4.205 4.514 0.056  -0.33
O -4.598 3.430 0.881  -0.32
C -5.991 3.188 0.939  -0.60
H -9.537 4.763 2.207  0.23
H -7.952 5.479 2.506  0.28
H -9.358 6.524 2.157  0.33
H -8.242 7.510 0.528  0.39
H -8.585 6.747 -1.024  0.39
H -6.248 7.254 -1.020  0.38
H -6.488 5.499 -0.949  0.12
H -6.240 5.856 1.538  0.13
H -3.966 5.890 1.664  0.39
H -3.847 6.630 0.077  0.41
H -3.128 4.390 -0.086  0.34
H -4.648 4.418 -0.942  0.37
H -6.479 3.351 -0.025  0.32
H -6.457 3.798 1.715  0.13
H -6.137 2.145 1.226  0.31
C 4.435 -0.884 2.342  -0.86
O 4.466 -0.337 1.037  -0.13
C 3.675 0.835 0.870  -0.79
C 4.532 2.089 0.796  -0.27
N 5.125 2.417 2.087  -0.31
C 6.222 3.385 2.039  -0.75
C 7.424 3.108 1.133  -0.45
O 8.267 2.052 1.560  -0.46
C 7.781 0.748 1.301  -0.43
H 4.831 -1.899 2.284  0.26
H 5.062 -0.319 3.039  0.32
H 3.417 -0.933 2.728  0.27
H 2.904 0.915 1.643  0.42
H 3.164 0.722 -0.091  0.35
H 3.908 2.926 0.466  0.41
H 5.294 1.910 0.029  0.16
H 5.464 1.573 2.526  0.14
H 6.597 3.474 3.062  0.38
H 5.803 4.361 1.772  0.39
H 8.051 4.003 1.160  0.36
H 7.142 2.974 0.082  0.33
H 7.261 0.684 0.342  0.26
H 7.134 0.409 2.113  0.11
H 8.636 0.072 1.274  0.37